{
  "formula": "C6H7N2O2",
  "method": "ωB97M-V/def2-TZVPD",
  "species": ["C", "C", "N", "C", "O", "C", "N", "C", "C", "O", "H", "H", "H", "H", "H", "H", "H"],
  "coordinates": [[2.184126, 0.304442, 2.210440], [1.025502, -0.267723, 1.888655], [0.144015, -0.212281, 0.835141], [-0.886584, -1.193634, 0.701545], [-1.059928, -2.000578, 1.585355], [-1.593577, -0.842544, -0.407517], [-0.782746, 0.123072, -1.071667], [-1.084062, 0.761271, -2.336793], [0.237541, 0.578764, -0.384998], [1.146734, 1.353718, -0.682328], [2.775094, 0.052982, 3.023781], [2.545974, 1.091715, 1.580948], [0.770135, -1.096451, 2.403172], [-2.060004, -1.404321, -1.174381], [-2.009455, 1.181703, -2.286788], [-0.381628, 1.458590, -2.580092], [-0.971135, 0.111274, -3.304475]],
  "forces_ev_per_angstrom": [[-1.0634, 1.5886, -2.2997], [0.9882, 0.4645, -1.2127], [1.4111, 2.2076, -1.3389], [-0.3593, 1.0220, 0.4373], [-0.2945, -2.3211, 1.8229], [-0.1005, 0.7902, -1.8768], [-0.0881, 1.7127, -2.5106], [1.0129, -3.9469, -1.0409], [1.2591, -1.5432, 2.4139], [-0.2392, 0.3769, 0.0684], [0.6109, -0.7907, 1.5054], [0.2917, 0.4575, -0.1804], [-1.1023, -2.5170, 2.2628], [-0.8270, -1.1511, 0.1711], [-2.8083, 1.1284, -0.1680], [1.9721, 2.2668, 0.1091], [-0.6634, 0.2548, 1.8369]],
  "lumo_ev": 3.81,
  "homo_energy_ev": -2.5902,
  "de_lowest_kcal_mol": 8.3,
  "charge": -1,
  "smiles": "C=Cn1c([O-])cn(C)c1=O",
  "energy_ha": -492.83083,
  "gap_ev": 6.40
}

***

{
  "formula": "C12H38N13O9",
  "method": "ωB97M-V/def2-TZVPD",
  "species": ["C", "C", "O", "O", "H", "H", "H", "C", "C", "C", "O", "C", "N", "H", "H", "H", "H", "H", "H", "H", "H", "H", "H", "H", "C", "O", "N", "N", "H", "H", "H", "H", "C", "O", "N", "N", "H", "H", "H", "H", "C", "O", "N", "N", "H", "H", "H", "H", "C", "O", "N", "N", "H", "H", "H", "H", "C", "O", "N", "N", "H", "H", "H", "H", "C", "O", "N", "N", "H", "H", "H", "H"],
  "coordinates": [[-0.031441, -0.059908, -0.168591], [0.029134, 1.459990, -0.221693], [-0.909400, 2.078784, 0.317291], [0.881581, 1.994732, -1.002769], [0.929263, -0.563358, -0.056199], [-0.439078, -0.326283, -1.150818], [-0.767800, -0.447505, 0.528629], [-2.240849, -3.178963, -1.079006], [-3.481185, -2.787543, -0.275251], [-4.119191, -3.981771, 0.367597], [-5.230543, -3.661489, 1.145869], [-5.937676, -4.769459, 1.653056], [-3.160526, -1.663364, 0.665317], [-1.988549, -2.361723, -1.748020], [-2.443975, -4.092339, -1.642476], [-1.454677, -3.412684, -0.360556], [-4.215933, -2.364728, -0.969735], [-3.382462, -4.587566, 0.929771], [-4.383118, -4.694948, -0.435956], [-5.254789, -5.492774, 2.115731], [-6.432294, -5.312745, 0.839336], [-6.633750, -4.353091, 2.373965], [-3.946531, -1.863286, 1.299165], [-2.425205, -1.956981, 1.315957], [1.349007, 1.256578, -4.513641], [1.512864, 0.741783, -5.615162], [0.910733, 0.531518, -3.449994], [1.698554, 2.532625, -4.228999], [0.926488, -0.463621, -3.567734], [0.630008, 0.978120, -2.583846], [1.622598, 2.982064, -3.332454], [2.045472, 3.106203, -4.975528], [-1.966035, 5.630501, -0.354472], [-2.153141, 6.837632, -0.355370], [-2.189576, 4.836851, 0.743980], [-1.388969, 4.952419, -1.392823], [-2.514114, 5.388498, 1.516576], [-1.908455, 3.873712, 0.759755], [-1.355094, 5.427933, -2.271796], [-1.132257, 3.999442, -1.181874], [2.030613, 5.370525, 0.006312], [2.482658, 6.510131, 0.027944], [1.096060, 4.894503, 0.869161], [2.425828, 4.453092, -0.917437], [0.648430, 4.008755, 0.683090], [0.619302, 5.599708, 1.400437], [3.252937, 4.585914, -1.461105], [1.820909, 3.641391, -0.970914], [1.482881, -0.601966, 3.368078], [1.127239, -1.551170, 2.688449], [1.813427, -0.762093, 4.685666], [1.324267, 0.697424, 3.023831], [1.792276, -1.715858, 5.002004], [2.002108, -0.090913, 5.405136], [1.025692, 0.888790, 2.080540], [1.608844, 1.478310, 3.583277], [4.291271, -0.203061, -0.978422], [5.264455, -0.822409, -0.575633], [3.610050, 0.694008, -0.186470], [3.722153, -0.390231, -2.213068], [2.746714, 1.113670, -0.503410], [4.096741, 0.720069, 0.691762], [2.965144, 0.242738, -2.396710], [4.037745, -1.129381, -2.807344], [1.653672, -4.682451, 0.954707], [1.524181, -5.704827, 0.291304], [1.025578, -3.520386, 0.631019], [2.525200, -4.577225, 2.010457], [0.928354, -2.801819, 1.338365], [0.619054, -3.382598, -0.272229], [3.093584, -5.357054, 2.272006], [2.293544, -3.818839, 2.631965]],
  "forces_ev_per_angstrom": [[-0.0347, -0.2835, -0.3473], [-1.2301, 0.2200, -0.6598], [0.4578, 0.3516, 0.4700], [0.5058, -0.2403, 0.4001], [0.0730, 0.1301, 0.0084], [0.1542, -0.1154, -0.0326], [0.1161, 0.2588, 0.2784], [-0.7372, -0.3495, 0.5392], [0.6845, 1.1506, -0.5333], [0.5773, -1.7843, -0.4531], [-0.0903, 0.5649, 0.1594], [0.5595, -0.0034, -0.3748], [-1.2195, -1.6754, 0.7887], [0.3106, -0.0526, 0.0140], [0.1122, 0.1094, -0.2006], [0.2112, 0.1309, -0.2105], [-0.0358, -0.0132, 0.0642], [0.0191, 0.4296, 0.3784], [-0.3363, 0.2582, -0.0756], [-0.0315, 0.1375, 0.2655], [-0.2741, 0.1310, 0.0689], [-0.1920, -0.3119, 0.0244], [-0.1267, 1.2956, 0.1218], [0.4741, -0.0765, -0.5676], [0.4676, -0.9228, -0.1866], [0.0053, 0.3578, -0.0022], [-0.2769, 0.0541, 0.0955], [0.1236, 1.1573, -0.1662], [-0.3276, -0.0170, 0.0041], [0.3391, -0.1035, 0.0832], [-0.2041, -0.3832, 0.1831], [-0.0929, -0.1658, -0.1478], [1.0545, -0.2610, 0.0902], [-0.5654, 0.0156, -0.0798], [-0.3693, 1.1645, -0.4241], [-0.5859, 0.1156, 0.7777], [0.0366, -0.5354, 0.3661], [-0.0096, -0.3502, 0.2958], [0.3300, -0.2941, -0.1690], [0.1388, -0.1371, -0.8154], [0.7714, 0.7532, -0.9015], [-0.0718, -0.1095, 0.5295], [-0.0066, 0.0348, 0.5110], [-0.7131, -0.4749, 0.2795], [-0.2173, 0.1311, 0.0613], [-0.2541, -0.0992, -0.0416], [-0.0163, 0.1219, -0.0776], [0.5746, -0.4482, -0.3931], [-1.4421, 1.1034, 1.4549], [0.5864, -0.1637, -0.2469], [0.5834, -1.3996, 0.5083], [0.1395, 0.0614, -1.1787], [0.0483, 0.0057, -0.0383], [-0.0383, 0.4829, -0.4705], [-0.0146, 0.0546, 0.0552], [0.1097, -0.1218, 0.1145], [-0.5789, -0.6311, -0.2250], [0.1551, 0.1389, -0.0290], [1.2625, -0.9217, -0.6967], [0.2277, 0.7138, 1.0577], [-0.0923, 0.3709, 0.6076], [-0.7556, 0.7324, 0.3642], [-0.2639, -0.4138, -0.8894], [-0.0486, 0.1062, -0.1746], [0.2821, -0.7729, -1.1980], [0.2732, 0.0503, 0.1104], [-0.2303, 0.4472, 0.8380], [-0.7777, 0.6777, 0.0069], [0.2092, 0.2112, -0.4576], [-0.1108, -0.3665, 0.0009], [-0.2637, -0.1549, 0.1889], [0.6616, -0.0769, 0.2988]],
  "lumo_ev": 2.10,
  "homo_energy_ev": -7.0478,
  "de_lowest_kcal_mol": 0.9,
  "charge": -1,
  "energy_ha": -1869.37702,
  "gap_ev": 9.15
}

***

{
  "formula": "C4H6N",
  "method": "ωB97M-V/def2-TZVPD",
  "species": ["C", "C", "C", "C", "N", "H", "H", "H", "H", "H", "H"],
  "coordinates": [[2.003768, 1.777366, 1.926300], [-1.225809, 0.208285, 1.816803], [-0.235165, 0.870952, 1.967339], [-0.025700, -0.645096, -1.182393], [0.924538, 1.436341, 1.887454], [2.949113, 2.138921, 2.012141], [-2.089649, -0.379549, 1.644008], [0.877720, 0.008529, -0.849702], [-0.979762, -0.259112, -1.031207], [0.051154, -0.891579, -2.225026], [-0.000355, -1.543705, -0.556897]],
  "forces_ev_per_angstrom": [[4.9209, 1.7737, -0.0229], [-5.4758, -3.5313, -0.7023], [8.0297, 4.8322, 0.7102], [2.8063, -0.2551, 1.2166], [-9.4246, -3.7894, -0.3460], [2.3156, 0.8656, 0.3826], [-0.3543, -0.1751, -0.0890], [-1.8197, -0.8081, -0.7152], [-1.5490, 1.4180, 0.3069], [0.2864, -0.1890, -0.3659], [0.2646, -0.1415, -0.3750]],
  "lumo_ev": [-5.77, -9.66],
  "spin_multiplicity": 3,
  "homo_energy_ev": [-12.4953, -16.5797],
  "de_lowest_kcal_mol": 88.4,
  "charge": 1,
  "energy_ha": -210.17728,
  "gap_ev": [6.73, 6.92]
}